w.
One molecule with the formula CH4O3S. Source: the OMol25 dataset; level of theory: ωB97M-V/def2-TZVPD.

* 2S+1: 1
* orbital gap (alpha / beta): 8.46 / 8.46 eV
* molecular weight: 96.11 g/mol
* LUMO (alpha / beta): -0.5 / -0.5 eV

CARTESIAN COORDINATES (ANGSTROEM)
1 C -0.340 0.363 -0.876
2 O -0.719 0.112 1.770
3 O 1.677 -1.392 -0.175
4 O 1.786 -0.200 0.532
5 S 0.604 0.757 0.602
6 H -1.353 0.056 -0.567
7 H 0.214 -0.505 -1.174
8 H -0.381 1.091 -1.559
9 H -1.489 -0.282 1.445

=====

x.
One molecule with the formula CH4O3S. Source: the OMol25 dataset; level of theory: ωB97M-V/def2-TZVPD.

* SMILES: CS(=O)(=O)O
* 2S+1: 1
* orbital gap: 11.99 eV
* molecular weight: 96.11 g/mol
* LUMO: 0.5 eV

CARTESIAN COORDINATES (ANGSTROEM)
1 C 1.329 0.809 0.319
2 S -0.063 -0.204 -0.006
3 O -0.788 -0.419 1.239
4 O 0.506 -1.218 -0.789
5 O -0.953 0.943 -0.763
6 H 1.713 1.367 -0.551
7 H 1.030 1.614 1.060
8 H 2.086 0.172 0.703
9 H -1.921 0.798 -0.530

=====

Which of them is least stable? Easy: w.

=====

w.
One molecule with the formula C5H6N2O2. Source: the OMol25 dataset; level of theory: ωB97M-V/def2-TZVPD.

* SMILES: CC(/C=C/C#N)=[N+](\[O-])O
* 2S+1: 1
* orbital gap: 8.45 eV
* molecular weight: 126.11 g/mol
* LUMO: -0.6 eV

CARTESIAN COORDINATES (ANGSTROEM)
1 C 1.161 1.009 1.683
2 C 1.113 0.000 0.548
3 C -0.174 -0.695 0.268
4 C -1.383 -0.267 0.605
5 C -2.523 -1.125 0.577
6 N -3.523 -1.662 0.866
7 N 2.239 -0.482 0.097
8 O 3.362 -0.209 0.507
9 O 2.419 -1.226 -1.065
10 H 2.009 1.559 1.677
11 H 1.102 0.545 2.645
12 H 0.401 1.746 1.627
13 H -0.218 -1.685 -0.468
14 H -1.319 0.510 1.481
15 H 3.275 -1.911 -1.039

=====

x.
One molecule with the formula C5H6N2O2. Source: the OMol25 dataset; level of theory: ωB97M-V/def2-TZVPD.

* SMILES: O=NC1=CC=CCON1
* 2S+1: 1
* orbital gap (alpha / beta): 7.09 / 7.09 eV
* molecular weight: 126.11 g/mol
* LUMO (alpha / beta): -1.3 / -1.3 eV

CARTESIAN COORDINATES (ANGSTROEM)
1 O 2.158 2.779 -0.288
2 N 1.804 1.961 0.586
3 C 0.944 0.994 0.301
4 C 0.401 0.378 1.385
5 C -0.614 -0.632 1.348
6 C -1.103 -1.282 0.277
7 C -0.876 -1.079 -1.190
8 O 0.460 -0.611 -1.464
9 N 0.630 0.674 -0.979
10 H 0.577 0.826 2.387
11 H -1.073 -1.057 2.226
12 H -1.942 -2.002 0.502
13 H -0.950 -2.083 -1.958
14 H -1.588 -0.246 -1.508
15 H 1.171 1.379 -1.625

=====

y.
One molecule with the formula C5H6N2O2. Source: the OMol25 dataset; level of theory: ωB97M-V/def2-TZVPD.

* SMILES: NC(=O)C#CCC(N)=O
* 2S+1: 1
* orbital gap: 10.30 eV
* molecular weight: 126.11 g/mol
* LUMO: 0.3 eV

CARTESIAN COORDINATES (ANGSTROEM)
1 N 2.162 -2.791 0.134
2 C 0.970 -2.398 -0.346
3 O 0.202 -3.132 -0.959
4 C 0.598 -1.023 -0.018
5 C 0.275 0.096 0.314
6 C -0.112 1.459 0.651
7 C -1.553 1.807 0.296
8 N -1.964 1.669 -0.966
9 O -1.987 2.922 0.711
10 H 2.495 -3.725 -0.064
11 H 2.740 -2.181 0.694
12 H -0.003 1.636 1.731
13 H 0.556 2.170 0.142
14 H -1.821 0.769 -1.407
15 H -2.559 2.722 -0.912

=====

Which of them is least stable? Easy: x.

=====

w.
A 2-piece molecular cluster, C2H9N overall. Source: the OMol25 dataset; level of theory: ωB97M-V/def2-TZVPD.

* 2S+1: 2
* total charge: +1
* orbital gap (alpha / beta): 11.50 / 5.47 eV
* molecular weight: 47.10 g/mol
* ⟨S²⟩: 0.7555
* LUMO (alpha / beta): -4.1 / -10.2 eV

CARTESIAN COORDINATES (ANGSTROEM)
1 C 1.808 -0.728 -1.771
2 H 1.742 -1.559 -2.510
3 H 2.672 -0.466 -1.216
4 H 1.081 -1.134 -1.022
5 H 1.362 0.221 -2.267
6 C -0.832 0.798 0.965
7 N -1.501 -0.135 1.977
8 H -0.078 1.339 1.464
9 H -1.406 1.725 0.522
10 H -0.552 0.264 -0.027
11 H -2.137 0.509 2.418
12 H -2.159 -0.833 1.467

=====

x.
A 2-piece molecular cluster, C2H9N overall. Source: the OMol25 dataset; level of theory: ωB97M-V/def2-TZVPD.

* 2S+1: 2
* total charge: +1
* orbital gap (alpha / beta): 10.93 / 4.71 eV
* molecular weight: 47.10 g/mol
* ⟨S²⟩: 0.7532
* LUMO (alpha / beta): -4.6 / -10.8 eV

CARTESIAN COORDINATES (ANGSTROEM)
1 N 2.574 -0.140 0.032
2 H 2.949 0.566 0.684
3 H 3.082 -0.155 -0.864
4 H 1.564 0.059 -0.115
5 C -1.672 0.372 0.651
6 C -1.179 -0.275 -0.635
7 H -1.552 1.456 0.604
8 H -1.203 0.014 1.567
9 H -2.739 0.202 0.793
10 H -0.191 0.084 -0.958
11 H -1.121 -1.360 -0.514
12 H -1.870 -0.131 -1.463

=====

Which of them is least stable? Easy: w.